Model one:
C3H6N2O2 | ωB97M-V/def2-TZVPD

Computed properties:
SMILES   [H]/N=C/OCC(N)=O
HOMO energy   -9.74 eV
Net charge   0
Frontier orbital gap   10.56 eV

The geometry in XYZ format:
```
13
Properties=species:S:1:pos:R:3:nbo_charge:R:1
H 1.95 0.53 -1.92 0.364
N 1.30 0.17 -1.23 -0.769
C 1.64 0.55 -0.07 0.435
O 0.99 0.24 1.05 -0.477
C -0.07 -0.71 0.99 -0.175
C -1.42 -0.11 0.55 0.637
N -1.56 0.07 -0.78 -0.829
O -2.29 0.13 1.37 -0.602
H 2.50 1.18 0.17 0.161
H 0.22 -1.54 0.34 0.205
H -0.20 -1.05 2.02 0.223
H -2.39 0.54 -1.10 0.399
H -0.73 0.01 -1.37 0.428
```



Model two:
C3H6N2O2 | ωB97M-V/def2-TZVPD

Computed properties:
SMILES   C=C[C@H](N)[N+](=O)[O-]
HOMO energy   -10.12 eV
Net charge   0
Frontier orbital gap   10.61 eV

The geometry in XYZ format:
```
13
Properties=species:S:1:pos:R:3:nbo_charge:R:1
C -1.16 -1.69 -0.11 -0.327
C -0.97 -0.39 -0.26 -0.220
C 0.01 0.48 0.41 0.005
N -0.04 1.85 0.09 -0.811
N 1.43 -0.14 0.16 0.532
O 1.63 -1.32 0.42 -0.409
O 2.23 0.61 -0.27 -0.369
H -1.81 -2.16 -0.79 0.213
H -0.56 -2.11 0.66 0.222
H -1.36 0.13 -1.03 0.186
H 0.05 0.29 1.45 0.210
H -0.27 1.99 -0.89 0.364
H 0.80 2.47 0.17 0.406
```



Model three:
C3H6N2O2 | ωB97M-V/def2-TZVPD

Computed properties:
SMILES   C[N@+]1(N[O-])CC1=O
HOMO energy   -7.65 eV
Net charge   0
Frontier orbital gap   8.01 eV

The geometry in XYZ format:
```
13
Properties=species:S:1:pos:R:3:nbo_charge:R:1
C 1.46 0.52 -0.04 -0.424
N 0.08 0.09 0.15 -0.230
N -0.59 0.24 1.54 -0.104
O -1.87 -0.06 1.27 -0.687
C -0.62 -0.95 -0.77 -0.363
C -1.05 0.42 -0.82 0.768
O -1.42 1.36 -1.43 -0.456
H 2.14 -0.29 0.23 0.211
H 1.61 1.38 0.62 0.242
H 1.63 0.83 -1.07 0.220
H -0.17 -0.55 2.08 0.293
H -1.22 -1.65 -0.19 0.288
H 0.00 -1.34 -1.57 0.240
```



Model four:
C3H6N2O2 | ωB97M-V/def2-TZVPD

Computed properties:
SMILES   NC(=O)NCC=O
HOMO energy   -9.77 eV
Net charge   0
Frontier orbital gap   10.00 eV

The geometry in XYZ format:
```
13
Properties=species:S:1:pos:R:3:nbo_charge:R:1
N 0.89 1.10 0.63 -0.895
C 1.29 -0.04 -0.09 0.782
O 2.50 -0.15 -0.42 -0.648
N 0.27 -0.90 -0.22 -0.630
C -0.94 -0.91 0.46 -0.343
C -2.03 -0.14 -0.06 0.404
O -1.90 0.96 -0.63 -0.546
H 1.67 1.73 0.86 0.412
H -0.09 1.53 0.47 0.419
H 0.64 -1.80 -0.36 0.409
H -1.24 -2.01 0.95 0.243
H -0.76 -0.23 1.50 0.266
H -3.11 -0.53 0.26 0.129
```



Most stable structure: model one



Model one:
C3H6N2O2 | ωB97M-V/def2-TZVPD

Computed properties:
SMILES   NC(=O)NCC=O
HOMO energy   -10.01 eV
Net charge   0
Frontier orbital gap   10.52 eV

The geometry in XYZ format:
```
13
Properties=species:S:1:pos:R:3:nbo_charge:R:1
N 0.19 -1.85 0.98 -0.848
C 1.06 -0.81 0.92 0.778
O 2.12 -0.81 1.52 -0.650
N 0.70 0.24 0.11 -0.639
C -0.61 0.46 -0.43 -0.328
C -0.69 1.64 -1.33 0.425
O -1.32 2.63 -1.03 -0.488
H 0.40 -2.54 1.67 0.418
H -0.70 -1.77 0.50 0.390
H 1.37 1.00 0.16 0.415
H -1.41 0.60 0.29 0.206
H -0.94 -0.39 -1.05 0.200
H -0.19 1.61 -2.32 0.122
```



Model two:
C3H6N2O2 | ωB97M-V/def2-TZVPD

Computed properties:
SMILES   [H]/N=C/CNC(=O)O
HOMO energy   -10.01 eV
Net charge   0
Frontier orbital gap   10.85 eV

The geometry in XYZ format:
```
13
Properties=species:S:1:pos:R:3:nbo_charge:R:1
H -0.48 -1.80 -1.61 0.364
N -0.56 -0.90 -1.16 -0.633
C 0.40 -0.08 -1.29 0.163
C 0.35 1.14 -0.41 -0.293
N -0.59 0.88 0.66 -0.637
C -0.62 -0.43 1.09 0.923
O -1.46 -0.92 1.79 -0.598
O 0.83 -0.86 1.19 -0.803
H 1.32 -0.25 -1.87 0.174
H 0.03 2.00 -1.00 0.224
H 1.34 1.31 0.02 0.224
H -1.52 1.27 0.56 0.399
H 0.96 -1.34 2.03 0.494
```



Most stable structure: model one